Molecular formula: C2H4Si
Method: DFT, ωB97M-V with the def2-TZVPD basis set

Cartesian coordinates (Å):
C (0.06, -1.08, 0.11)
C (-0.68, -0.23, 0.82)
Si (0.31, 0.67, -0.47)
H (0.23, -2.15, 0.09)
H (-1.38, -0.31, 1.63)
H (1.51, 1.40, -0.09)
H (-0.32, 1.14, -1.69)

Values from the calculation:
HOMO in Ha: -0.3455
Orbital gap in Ha: 0.390
Energy above the lowest of the compared OMol25 structures with the same formula, charge and spin in kJ/mol: 0.0
Net charge: 0

=====

Molecular formula: C21H24N2O2
Method: DFT, ωB97M-V with the def2-TZVPD basis set

Cartesian coordinates (Å):
O (-2.09, -1.30, 3.59)
C (-0.93, -1.00, 3.90)
O (0.08, -1.62, 4.32)
C (-0.59, 0.51, 3.67)
C (0.37, 1.11, 4.71)
C (1.64, 1.29, 3.97)
C (1.47, 0.93, 2.62)
C (2.54, 0.96, 1.73)
C (3.77, 1.45, 2.17)
C (3.95, 1.81, 3.52)
C (2.89, 1.71, 4.43)
N (0.16, 0.48, 2.43)
C (-0.37, -0.02, 1.30)
C (0.23, 0.12, 0.04)
C (0.22, -0.91, -0.88)
C (1.16, -1.02, -1.97)
C (1.50, -2.29, -2.52)
C (2.39, -2.38, -3.59)
C (2.93, -1.21, -4.16)
C (2.62, 0.04, -3.62)
C (1.76, 0.14, -2.52)
H (-1.52, 1.08, 3.57)
H (-0.03, 2.06, 5.07)
H (0.50, 0.44, 5.57)
H (2.43, 0.61, 0.71)
H (4.60, 1.53, 1.47)
H (4.92, 2.18, 3.86)
H (2.99, 1.95, 5.49)
H (-1.33, -0.54, 1.41)
H (0.74, 1.06, -0.18)
H (-0.39, -1.79, -0.65)
H (1.05, -3.18, -2.08)
H (2.65, -3.36, -3.99)
H (3.61, -1.29, -5.01)
H (3.04, 0.95, -4.04)
H (1.51, 1.12, -2.11)
C (-5.61, -0.48, -2.57)
C (-4.35, 0.35, -2.67)
C (-3.08, -0.46, -2.38)
N (-1.90, 0.35, -2.49)
H (-6.49, 0.13, -2.77)
H (-5.60, -1.30, -3.30)
H (-5.72, -0.92, -1.58)
H (-4.25, 0.78, -3.68)
H (-4.40, 1.19, -1.96)
H (-3.17, -0.93, -1.38)
H (-2.99, -1.26, -3.13)
H (-1.89, 1.13, -1.85)
H (-1.03, -0.17, -2.46)

Values from the calculation:
HOMO in Ha: -0.2918
Orbital gap in Ha: 0.225
Energy above the lowest of the compared OMol25 structures with the same formula, charge and spin in kJ/mol: 407.4
Net charge: 0

=====

Molecular formula: C7H7ClO
Method: DFT, ωB97M-V with the def2-TZVPD basis set

Cartesian coordinates (Å):
C (0.44, 3.50, -0.02)
C (0.63, 2.31, 0.03)
C (1.31, -0.42, 0.45)
C (2.48, -0.73, -0.15)
C (-1.36, -0.33, -0.32)
C (0.08, -0.27, -0.22)
C (-2.23, -1.39, 0.29)
O (-0.46, -0.61, -1.41)
Cl (3.87, -0.94, 0.78)
H (0.58, 4.45, -0.37)
H (1.25, -0.24, 1.57)
H (2.62, -0.82, -1.14)
H (-1.94, 0.54, -0.53)
H (-2.08, -1.45, 1.31)
H (-1.91, -2.35, -0.13)
H (-3.28, -1.24, -0.12)

Values from the calculation:
HOMO (alpha / beta) in Ha: -0.3074 / -0.3143
Orbital gap (alpha / beta) in Ha: 0.252 / 0.262
Energy above the lowest of the compared OMol25 structures with the same formula, charge and spin in kJ/mol: 627.5
Net charge: 0

=====

Molecular formula: Cl4H3NSi2
Method: DFT, ωB97M-V with the def2-TZVPD basis set

Cartesian coordinates (Å):
N (1.46, -0.34, -1.11)
Si (-0.12, -0.45, -0.81)
Si (3.11, -0.02, -0.82)
Cl (-0.07, 1.26, 1.56)
Cl (4.15, -1.80, -0.79)
Cl (4.00, 1.23, -2.02)
Cl (3.16, 0.84, 1.15)
H (1.16, 0.62, 1.53)
H (-1.10, -0.82, 0.16)
H (-0.69, -0.08, -2.14)

Values from the calculation:
HOMO (alpha / beta) in Ha: -0.2114 / -0.4093
Orbital gap (alpha / beta) in Ha: 0.221 / 0.277
Net charge: 0
Spin multiplicity: 3

=====

Molecular formula: C2H4N2O2
Method: DFT, ωB97M-V with the def2-TZVPD basis set

Cartesian coordinates (Å):
H (2.16, -0.15, -1.20)
N (1.97, -0.08, -0.21)
C (0.77, -0.01, 0.18)
O (0.57, 0.08, 1.50)
N (-0.42, -0.03, -0.55)
C (-1.73, 0.05, -0.10)
O (-2.67, 0.03, -0.86)
H (1.51, 0.07, 1.79)
H (-0.34, -0.11, -1.56)
H (-1.83, 0.15, 0.99)

Values from the calculation:
HOMO in Ha: -0.3753
Orbital gap in Ha: 0.400
Energy above the lowest of the compared OMol25 structures with the same formula, charge and spin in kJ/mol: 92.9
Net charge: 0

=====

Molecular formula: C8H8ClN2S
Method: DFT, ωB97M-V with the def2-TZVPD basis set

Cartesian coordinates (Å):
C (-2.11, 0.03, -0.53)
C (-2.20, 1.44, -0.33)
C (-0.88, -0.57, -0.47)
C (-1.05, 2.17, 0.07)
C (0.25, 0.21, -0.14)
C (0.17, 1.56, 0.13)
C (2.61, 0.02, -0.59)
C (1.53, -1.57, 0.97)
N (1.52, -0.54, -0.09)
N (2.35, 2.26, -0.86)
S (1.59, 2.61, 0.42)
Cl (4.11, -0.52, -0.15)
H (-2.96, -0.53, -1.00)
H (-3.13, 1.98, -0.55)
H (-0.88, -1.62, -0.79)
H (-1.06, 3.26, 0.09)
H (2.32, -2.26, 0.86)
H (2.00, -1.04, 1.96)
H (0.48, -1.89, 1.11)
H (3.23, 2.80, -0.89)

Values from the calculation:
HOMO (alpha / beta) in Ha: -0.4597 / -0.4842
Orbital gap (alpha / beta) in Ha: 0.256 / 0.294
Energy above the lowest of the compared OMol25 structures with the same formula, charge and spin in kJ/mol: 207.5
Net charge: +1

=====

Molecular formula: C62H47FN5O8
Method: DFT, ωB97M-V with the def2-TZVPD basis set

Cartesian coordinates (Å):
C (2.72, 8.72, -0.27)
C (1.71, 9.04, -1.42)
O (0.67, 9.57, -1.13)
O (1.90, 8.75, -2.77)
C (3.02, 7.89, -3.02)
C (2.81, 6.39, -2.54)
C (4.20, 5.81, -2.03)
C (4.15, 5.26, -0.59)
N (2.96, 5.11, 0.13)
C (3.45, 4.59, 1.32)
N (2.72, 4.26, 2.39)
F (3.42, 3.73, 3.44)
C (1.27, 4.42, 2.55)
C (0.42, 3.83, 1.40)
C (-0.54, 4.74, 0.76)
C (-1.44, 4.34, -0.31)
C (-1.41, 2.96, -0.78)
C (-2.41, 2.54, -1.89)
C (-0.44, 2.04, -0.16)
C (0.47, 2.45, 0.91)
N (4.82, 4.42, 1.31)
N (5.28, 4.88, 0.11)
C (6.66, 4.94, -0.34)
C (7.24, 6.21, -0.77)
C (8.64, 6.06, -1.13)
C (9.27, 4.76, -1.04)
N (8.75, 3.54, -0.69)
C (7.45, 3.74, -0.36)
H (2.44, 7.71, 0.13)
H (3.79, 8.66, -0.60)
H (2.65, 9.49, 0.53)
H (3.98, 8.35, -2.64)
H (3.15, 7.85, -4.14)
H (2.50, 5.80, -3.44)
H (1.98, 6.32, -1.79)
H (4.46, 4.95, -2.71)
H (5.03, 6.55, -2.18)
H (0.98, 5.49, 2.73)
H (0.99, 3.87, 3.49)
H (-0.59, 5.80, 1.11)
H (-2.18, 5.05, -0.77)
H (-3.35, 2.19, -1.38)
H (-2.04, 1.76, -2.59)
H (-2.71, 3.49, -2.42)
H (-0.38, 0.97, -0.48)
H (1.19, 1.76, 1.40)
H (5.39, 4.03, 2.06)
H (6.68, 7.17, -0.79)
H (9.22, 6.94, -1.48)
H (10.36, 4.73, -1.31)
H (6.91, 2.80, -0.04)
C (4.93, 0.24, 1.11)
C (5.05, -0.66, 2.16)
C (5.70, -1.87, 1.97)
C (6.24, -2.18, 0.73)
C (6.11, -1.28, -0.33)
C (5.46, -0.07, -0.13)
C (6.64, -1.62, -1.68)
O (6.52, -0.83, -2.60)
C (7.29, -2.93, -1.88)
C (7.74, -3.29, -3.15)
C (8.37, -4.51, -3.35)
C (8.57, -5.38, -2.27)
C (8.12, -5.03, -1.01)
C (7.47, -3.81, -0.81)
C (6.96, -3.46, 0.54)
O (7.13, -4.22, 1.48)
H (4.42, 1.19, 1.26)
H (4.62, -0.42, 3.13)
H (5.79, -2.57, 2.79)
H (5.37, 0.64, -0.95)
H (7.60, -2.62, -3.99)
H (8.72, -4.79, -4.34)
H (9.06, -6.33, -2.43)
H (8.26, -5.71, -0.18)
C (-3.35, 2.38, 5.49)
C (-3.77, 1.44, 6.43)
C (-4.40, 0.28, 6.03)
C (-4.64, 0.05, 4.67)
C (-4.25, 1.00, 3.73)
C (-3.59, 2.16, 4.14)
C (-4.54, 0.80, 2.29)
O (-4.19, 1.63, 1.47)
C (-5.26, -0.42, 1.87)
C (-5.59, -0.60, 0.53)
C (-6.26, -1.75, 0.13)
C (-6.59, -2.73, 1.06)
C (-6.27, -2.55, 2.40)
C (-5.61, -1.40, 2.81)
C (-5.30, -1.20, 4.25)
O (-5.60, -2.05, 5.06)
H (-2.85, 3.29, 5.81)
H (-3.59, 1.62, 7.49)
H (-4.72, -0.45, 6.76)
H (-3.27, 2.90, 3.41)
H (-5.33, 0.15, -0.20)
H (-6.52, -1.89, -0.92)
H (-7.10, -3.63, 0.74)
H (-6.53, -3.32, 3.12)
C (-5.48, -8.54, 1.11)
C (-5.35, -9.82, 0.57)
C (-6.09, -10.18, -0.54)
C (-6.98, -9.28, -1.11)
C (-7.13, -8.00, -0.55)
C (-6.37, -7.64, 0.55)
C (-8.11, -7.04, -1.12)
O (-8.24, -5.94, -0.63)
C (-8.94, -7.46, -2.28)
C (-9.90, -6.60, -2.78)
C (-10.67, -6.97, -3.88)
C (-10.47, -8.22, -4.47)
C (-9.51, -9.08, -3.97)
C (-8.75, -8.72, -2.87)
C (-7.76, -9.67, -2.31)
O (-7.59, -10.75, -2.83)
H (-4.89, -8.26, 1.98)
H (-4.66, -10.53, 1.02)
H (-5.98, -11.17, -0.96)
H (-6.47, -6.65, 0.98)
H (-10.06, -5.63, -2.33)
H (-11.42, -6.30, -4.27)
H (-11.06, -8.51, -5.33)
H (-9.37, -10.05, -4.43)

Values from the calculation:
HOMO in Ha: -0.3958
Orbital gap in Ha: 0.275
Net charge: +1

=====

Molecular formula: C20H10N5O2RbS2
Method: DFT, ωB97M-V with the def2-TZVPD basis set

Cartesian coordinates (Å):
Rb (11.58, 5.79, 10.95)
O (15.76, 6.07, 12.64)
C (14.79, 5.34, 12.46)
N (14.18, 4.99, 11.27)
C (14.90, 4.77, 10.15)
O (16.09, 4.37, 10.11)
C (14.19, 4.77, 8.83)
C (14.97, 4.41, 7.73)
C (14.48, 4.54, 6.42)
C (13.18, 4.98, 6.23)
C (12.45, 5.37, 7.40)
N (12.94, 5.26, 8.62)
C (14.11, 4.93, 13.72)
C (14.75, 4.89, 14.99)
C (14.05, 4.57, 16.14)
C (12.72, 4.32, 16.00)
C (12.09, 4.46, 14.73)
N (12.79, 4.79, 13.63)
H (15.97, 3.94, 7.79)
H (15.19, 4.39, 5.58)
H (12.67, 4.83, 5.29)
H (11.44, 5.75, 7.28)
H (15.78, 5.11, 14.95)
H (14.61, 4.46, 17.08)
H (12.06, 4.06, 16.79)
H (11.03, 4.35, 14.56)
S (9.64, 3.28, 11.90)
C (8.57, 4.10, 12.95)
C (8.39, 3.73, 14.34)
C (7.49, 4.38, 15.17)
C (7.58, 4.08, 16.54)
N (7.67, 3.93, 17.69)
C (6.57, 5.30, 14.65)
C (6.70, 5.72, 13.35)
C (7.78, 5.28, 12.54)
S (8.11, 6.02, 11.06)
C (5.35, 5.64, 15.29)
N (4.32, 5.87, 15.80)
H (9.07, 2.98, 14.71)
H (6.02, 6.49, 12.93)

Values from the calculation:
HOMO in Ha: -0.0247
Orbital gap in Ha: 0.160
Energy above the lowest of the compared OMol25 structures with the same formula, charge and spin in kJ/mol: 56.3
Net charge: -2